Computed, not measured: a molecular structure, C29H45ClN4O2Pb, with ωB97M-V/def2-TZVPD.

The geometry in ORCA input format:
```
! RIJCOSX wB97M-V def2-TZVPD def2/J DEFGRID3
* xyz -2 1
Pb -0.26210 0.13538 -0.15334
Cl -2.51544 -0.24522 0.92299
C 1.68353 -3.37292 2.18023
C 0.87672 -2.32913 0.37620
N 0.55091 -3.05678 1.46766
H 3.78314 -3.28809 1.53112
N 2.21320 -2.46748 0.27107
H 1.69033 -3.82194 3.16093
C -0.78786 -3.56079 1.82936
C -0.63425 -4.98700 2.34367
C -1.33375 -2.67414 2.93192
H -0.01233 -5.03431 3.24545
H -1.62635 -5.37813 2.59625
H -0.20281 -5.62917 1.56592
H -2.63288 -3.91742 0.81940
H -1.18650 -4.24420 -0.17320
H -1.31473 -1.62357 2.61870
C -1.62867 -3.56215 0.56670
H -0.74754 -2.79171 3.85405
H -2.37808 -2.95209 3.12942
H -1.73796 -2.56058 0.13575
C 2.73253 -3.08939 1.38702
C 4.26037 -1.42558 -0.44460
H 4.91252 -2.05693 0.17216
H 4.83599 -1.10792 -1.32639
C 3.03514 -2.19004 -0.91225
H 2.81191 -1.23678 -2.80637
C 3.46009 -3.53595 -1.50105
H 2.57635 -4.10516 -1.81940
H 3.96410 -0.53854 0.12654
H 1.94469 -0.41681 -1.50248
H 4.02972 -4.13171 -0.77769
H 4.09407 -3.36551 -2.38211
C 2.20330 -1.41124 -1.90563
H 1.30083 -1.96747 -2.19542
C -3.34827 4.41909 -2.70265
N -3.01776 3.47613 -1.75628
H -2.19302 5.09825 -4.43209
N -1.36480 3.59382 -3.09717
H -4.27477 4.95764 -2.70982
C -3.94502 3.02646 -0.70941
C -5.13132 3.96960 -0.62447
C -4.45133 1.63875 -1.08118
H -5.71881 3.97379 -1.54944
H -5.78832 3.61525 0.17980
H -4.81943 4.99035 -0.37425
H -3.85619 2.61641 1.38674
H -2.95159 4.06829 0.88296
H -3.62796 0.92004 -1.15292
C -3.20129 3.03495 0.61378
H -4.99585 1.68847 -2.03284
H -5.13636 1.29406 -0.29781
H -2.28993 2.43135 0.57289
C -2.31620 4.48352 -3.55980
C -0.46154 2.17341 -4.84552
H -1.25174 2.48069 -5.54280
H 0.44565 1.96049 -5.42495
C -0.15209 3.29769 -3.86193
H 1.84647 2.69218 -3.46398
C 0.25777 4.53685 -4.64357
H 0.39469 5.40337 -3.98739
H -0.77418 1.26012 -4.32243
H 0.66865 2.00563 -2.31125
H -0.46226 4.78369 -5.43098
H 1.21701 4.32687 -5.13261
C 0.93526 2.90123 -2.88826
H 1.14221 3.72804 -2.19899
C -1.79955 2.92252 -2.00010
O 0.32921 0.25242 2.06408
C 1.63334 0.22626 2.15005
O 2.38046 0.49319 1.17904
C 2.11911 -0.24221 3.49440
C 3.45820 -0.58015 3.71809
C 3.82592 -1.23581 4.90261
C 2.87144 -1.51892 5.88871
C 1.53551 -1.15200 5.68131
C 1.16804 -0.50051 4.49897
H 4.20753 -0.36125 2.95730
H 4.86763 -1.52841 5.06035
H 3.16177 -2.06205 6.79394
H 0.78173 -1.38024 6.43270
H 0.12378 -0.23886 4.34459
*
```

Values from the calculation:
HOMO-LUMO gap (alpha / beta): 1.38 / 1.38 eV
E_HOMO (alpha / beta): 2.61 / 2.61 eV
E_LUMO (alpha / beta): 4.0 / 4.0 eV

---

Computed, not measured: a molecular structure, C29H46BN10O3Zn, with ωB97M-V/def2-TZVPD.

The geometry in ORCA input format:
```
! RIJCOSX wB97M-V def2-TZVPD def2/J DEFGRID3
* xyz -1 1
Zn -0.45329 1.67344 0.85923
C 2.94969 2.81673 3.13727
C 2.94773 2.81724 1.60834
C 4.24472 3.41974 1.06981
C 2.74161 1.43583 1.06036
C 3.68482 0.41846 0.86592
C 2.98450 -0.65411 0.34930
C 3.59238 -2.01053 0.09207
C 2.95677 -3.10890 0.94026
C 3.66304 -2.41841 -1.37683
N 1.68780 -0.27616 0.22623
N 1.55523 1.00113 0.66718
B 0.49789 -0.93764 -0.52181
N -0.73426 -1.20947 0.38962
N -1.51034 -0.15646 0.75264
C -2.66322 -0.62379 1.20857
C -2.64352 -2.02257 1.15214
C -1.41096 -2.35719 0.62278
C -0.86372 -3.73969 0.42024
C -0.40992 -4.31719 1.76470
C -1.89807 -4.66006 -0.22493
C -3.79503 0.28479 1.60610
C -5.13435 -0.43634 1.45547
C -3.65354 0.84867 3.01816
N 0.00728 0.00817 -1.66429
N -0.35461 1.27914 -1.33939
C -0.77212 1.88064 -2.44337
C -0.70118 0.98438 -3.51535
C -0.22362 -0.19768 -2.98245
C -0.01421 -1.44334 -3.80673
C -0.46289 -2.76444 -3.18307
C 1.41194 -1.52199 -4.35340
C -1.20274 3.31755 -2.44378
C 0.01140 4.23746 -2.58786
C -2.22825 3.59406 -3.53822
H 3.18330 3.81472 3.51384
H 1.98050 2.51864 3.52964
H 3.70197 2.12372 3.52323
H 2.11124 3.42572 1.26344
H 5.11643 2.87639 1.44318
H 4.27338 3.39496 -0.02076
H 4.33999 4.45739 1.39290
H 4.73688 0.43827 1.09478
H 4.62458 -1.89170 0.43745
H 1.95257 -3.33713 0.59066
H 3.54913 -4.02500 0.88224
H 2.88909 -2.80714 1.98579
H 2.67100 -2.61976 -1.77459
H 4.12493 -1.63706 -1.98188
H 4.25516 -3.33034 -1.48249
H 0.88178 -1.96324 -0.97213
H -3.42540 -2.70025 1.44656
H -0.00263 -3.67379 -0.24602
H -1.26606 -4.42193 2.43338
H 0.04642 -5.30103 1.63354
H 0.31087 -3.66307 2.25386
H -2.75643 -4.80053 0.43409
H -2.26344 -4.25285 -1.16766
H -1.46358 -5.64270 -0.41778
H -3.77402 1.12432 0.90302
H -5.21851 -1.25668 2.17196
H -5.95431 0.25526 1.65212
H -5.26159 -0.84614 0.45191
H -3.54155 0.05290 3.75786
H -2.79690 1.51232 3.09196
H -4.54605 1.42279 3.27607
H -0.98751 1.14942 -4.54043
H -0.67075 -1.27917 -4.66816
H 0.29256 -3.18990 -2.52629
H -1.37834 -2.63686 -2.60340
H -0.65641 -3.49180 -3.97468
H 2.13845 -1.59360 -3.54623
H 1.52923 -2.39735 -4.99667
H 1.64960 -0.63054 -4.93438
H -1.67380 3.50691 -1.48014
H 0.51362 4.06170 -3.54297
H -0.29694 5.28396 -2.54804
H 0.72095 4.06453 -1.78035
H -1.78924 3.45310 -4.52960
H -3.09005 2.93108 -3.45281
H -2.58017 4.62458 -3.47612
O -1.65846 5.30578 0.82984
N -1.26730 4.14705 0.82515
O -0.04005 3.85550 0.74453
O -2.07375 3.17107 0.86078
N -2.28457 0.18543 6.57973
C -1.44707 0.70845 5.97117
N -0.44169 1.31760 5.37131
C -0.44276 1.44368 4.09242
N -0.35123 1.60089 2.94023
*
```

Values from the calculation:
HOMO-LUMO gap: 8.06 eV
E_HOMO: -5.67 eV
E_LUMO: 2.4 eV

---

Computed, not measured: a molecular structure, C29H46BrCaN3P2, with ωB97M-V/def2-TZVPD.

The geometry in ORCA input format:
```
! RIJCOSX wB97M-V def2-TZVPD def2/J DEFGRID3
* xyz 2 1
N -5.02729 -1.63554 3.39812
C -4.35314 -0.64791 3.97002
C -4.26957 0.62444 3.38518
C -4.90558 0.83387 2.13121
C -5.64305 -0.23670 1.56523
C -5.71195 -1.44104 2.26775
C -4.73663 2.06445 1.42003
Ca -0.02366 0.99306 -0.73573
P 3.04139 -0.04615 -1.63853
C -4.67193 2.12775 0.04254
C -3.40363 2.41316 -0.59726
C -3.09983 1.91111 -1.88389
C -1.82208 2.09476 -2.44134
C -0.93752 2.90098 -1.73258
C -1.14503 3.37035 -0.43888
C -2.37012 3.05323 0.15105
Br 1.01921 3.04166 -2.44875
H -4.38690 2.89621 2.01751
H -5.48405 1.80743 -0.59590
H -3.64987 1.39782 3.85205
H -6.09741 -0.13286 0.57392
H -3.82734 -0.86599 4.90023
H -6.28874 -2.26302 1.85534
H -3.86413 1.33920 -2.42535
H -2.55918 3.34137 1.18725
H -1.53105 1.66112 -3.40026
H -0.38694 3.93790 0.09772
P -0.65810 -1.95388 -0.13726
C 3.42341 1.56057 -0.79377
C 4.26322 2.58425 -1.55774
H 3.90084 1.29817 0.15947
H 2.46754 2.03847 -0.51716
H 4.36154 3.48695 -0.93848
H 5.27474 2.22471 -1.77020
H 3.79445 2.89104 -2.49931
C 2.70955 0.32237 -3.41819
C 3.89601 0.38345 -4.35408
H 2.14374 1.27471 -3.46478
H 2.00664 -0.45974 -3.75475
H 3.55595 0.66152 -5.36076
H 4.63927 1.12351 -4.03555
H 4.39167 -0.58802 -4.43943
C 4.63734 -0.94937 -1.61421
C 5.91805 -0.13875 -1.55981
H 4.62414 -1.61647 -2.49101
H 4.55805 -1.58121 -0.71220
H 6.76069 -0.82530 -1.44196
H 6.09319 0.42669 -2.47938
H 5.94411 0.55495 -0.71636
C 0.30680 -3.36331 0.59586
C 1.77686 -3.47099 0.22004
H -0.22540 -4.28319 0.30257
H 0.20251 -3.25790 1.68533
H 2.15079 -4.45044 0.54325
H 1.95104 -3.39004 -0.85853
H 2.39175 -2.71530 0.71892
C -0.55207 -2.45425 -1.92550
C -1.59622 -1.80808 -2.83510
H -0.66338 -3.55354 -1.92936
H 0.47146 -2.22063 -2.26637
H -1.55024 -2.28744 -3.82236
H -2.61512 -1.94406 -2.44613
H -1.43377 -0.73003 -2.99022
C -2.36231 -2.59440 0.20510
C -2.59483 -3.13461 1.61126
H -2.57907 -3.37693 -0.53770
H -3.04365 -1.75189 0.01014
H -3.62866 -3.49498 1.70104
H -1.92537 -3.97032 1.85540
H -2.46119 -2.35446 2.37231
C 1.14885 1.93969 4.89253
N 1.17409 1.26576 3.60010
C 1.98902 0.19337 3.26924
C 1.75634 -0.07950 1.97204
N 0.79534 0.79568 1.48220
C 0.46755 1.60451 2.49927
H 1.07680 1.19003 5.69563
H 2.08207 2.50867 5.04711
H 0.28775 2.62434 4.94312
H 2.65453 -0.28401 3.98042
H 2.22387 -0.83171 1.33431
H -0.24619 2.42069 2.49433
*
```

Values from the calculation:
HOMO-LUMO gap (alpha / beta): 6.52 / 6.57 eV
E_HOMO (alpha / beta): -13.27 / -13.28 eV
E_LUMO (alpha / beta): -6.7 / -6.7 eV

---

Computed, not measured: a molecular structure, C29H46BrCdN3P2S, with ωB97M-V/def2-TZVPD.

The geometry in ORCA input format:
```
! RIJCOSX wB97M-V def2-TZVPD def2/J DEFGRID3
* xyz 2 1
N -5.17421 3.26448 -3.54710
C -5.11150 3.50898 -2.23253
C -4.25553 2.83265 -1.36483
C -3.32734 1.91337 -1.90855
C -3.48653 1.57950 -3.27624
C -4.39154 2.30343 -4.05588
C -2.19849 1.43977 -1.13187
Cd -0.45874 -0.09637 -0.32281
P 1.87297 -0.19088 0.08896
C -0.87017 1.50354 -1.66522
C -0.08330 2.75182 -1.47666
C 0.98869 3.03698 -2.33235
C 1.80163 4.13523 -2.09278
C 1.58987 4.96580 -0.96536
C 0.43735 4.77002 -0.19630
C -0.37186 3.66383 -0.45659
Br 2.74286 6.32442 -0.60681
H -2.39378 1.33706 -0.05979
H -0.67937 0.99200 -2.62759
H -4.26013 3.10809 -0.31641
H -2.82694 0.84449 -3.74274
H -5.76226 4.31575 -1.88632
H -4.47626 2.09249 -5.13082
H 1.17299 2.38292 -3.19559
H -1.27473 3.49686 0.12022
H 2.63168 4.36285 -2.75915
H 0.19508 5.46924 0.60948
P -1.03037 -2.53554 -0.51532
C 2.71718 1.37168 0.52409
C 4.19497 1.56563 0.17677
H 2.55924 1.53695 1.60379
H 2.13657 2.15326 0.00531
H 4.45090 2.62128 0.32153
H 4.87269 0.98511 0.81204
H 4.42328 1.31262 -0.85994
C 2.58843 -0.87142 -1.45224
C 4.00006 -1.46539 -1.43264
H 2.53109 -0.04881 -2.19038
H 1.86396 -1.64066 -1.79507
H 4.18666 -1.84738 -2.44385
H 4.77010 -0.71824 -1.20558
H 4.09790 -2.30008 -0.72752
C 2.11922 -1.42745 1.41422
C 3.47526 -1.48115 2.12333
H 1.88448 -2.42173 0.97867
H 1.31213 -1.23186 2.14706
H 3.41166 -2.24237 2.90904
H 4.29368 -1.76796 1.45330
H 3.74728 -0.53325 2.59437
C -0.87171 -3.43292 1.04059
C -1.60340 -4.76191 1.04457
H -1.20829 -2.75397 1.83475
H 0.20251 -3.57533 1.20751
H -2.67380 -4.63845 1.22413
H -1.46500 -5.31017 0.10867
H -1.20185 -5.38659 1.84562
C -0.09170 -3.48652 -1.76937
C -0.05622 -2.83915 -3.16071
H -0.57601 -4.47519 -1.82332
H 0.92669 -3.62825 -1.36800
H -1.04429 -2.86097 -3.63799
H 0.27657 -1.79187 -3.15067
H 0.63084 -3.40162 -3.80649
C -2.77055 -2.62802 -1.09545
C -3.81824 -2.24847 -0.04037
H -2.92298 -3.66135 -1.44698
H -2.85234 -1.95046 -1.96565
H -4.73195 -1.90810 -0.55145
H -4.10063 -3.10767 0.58574
H -3.50465 -1.43731 0.63929
C -0.61753 -1.23819 4.89590
N 0.05120 -0.00925 4.50354
C 1.06078 0.63683 5.20577
C 1.43784 1.71757 4.47495
N 0.62716 1.72940 3.34546
C -0.20921 0.64030 3.33400
S -1.40212 0.19344 2.21489
H -1.70513 -1.09927 4.86303
H -0.35676 -2.05643 4.21022
H -0.30761 -1.50716 5.90809
H 1.42152 0.26241 6.15071
H 2.20881 2.45116 4.64388
H 0.61121 2.44193 2.62578
*
```

Values from the calculation:
HOMO-LUMO gap (alpha / beta): 5.97 / 5.94 eV
E_HOMO (alpha / beta): -13.17 / -13.18 eV
E_LUMO (alpha / beta): -7.2 / -7.2 eV